Record 1
C3H10N2O | ωB97M-V with the def2-TZVPD basis set

Last column: natural (NBO) charge in e.
Cartesian coordinates (Å):
C 0.82394 -0.63800 -0.62697  -0.250
N 0.21089 0.66362 -1.12955  -0.563
C 0.49266 1.59528 -0.05863  0.432
O 0.62925 1.41945 1.08842  -0.545
C -0.19146 -1.39603 0.25358  -0.241
N -1.47333 -1.70144 -0.40347  -0.818
H 1.62357 -0.41634 0.07003  0.196
H 1.22276 -1.23674 -1.43421  0.214
H -0.36671 1.55112 3.37614  -0.002
H 0.97271 2.52333 -0.42741  0.135
H -0.61071 0.86157 -0.33483  0.364
H -0.63339 1.95909 2.82128  0.003
H 0.19479 -2.38462 0.48872  0.198
H -0.26580 -0.73508 1.10639  0.183
H -2.02704 -2.13659 0.30493  0.354
H -1.92122 -0.80728 -0.61705  0.341

Output
energy relative to the best compared isomer or geometry (same formula, charge and spin): 464.6 kJ/mol
multiplicity: 1
maximum force: 0.1355 hartree/bohr

=====

Record 2
C3H10N2O | ωB97M-V with the def2-TZVPD basis set

Last column: natural (NBO) charge in e.
Cartesian coordinates (Å):
C 1.71817 0.67474 0.17870  -0.424
N 1.28840 1.66666 1.13312  -0.616
C -0.13002 2.04594 1.00277  -0.413
H 1.65834 0.94543 -0.87453  0.204
H 1.00141 -0.17500 0.23361  0.156
H 2.67905 0.18516 0.32494  0.200
H 1.29914 1.26598 2.06357  0.340
H -0.25404 2.85335 1.72042  0.202
H -0.36136 2.33905 -0.02246  0.196
H -0.77894 1.17652 1.20637  0.153
C -1.00481 -2.05711 -1.72098  0.526
N -1.71913 -2.26465 -0.59117  -0.840
O -0.10326 -1.27428 -1.86068  -0.586
H -1.26155 -2.71866 -2.55597  0.105
H -2.64638 -2.65737 -0.57078  0.396
H -1.38503 -2.00575 0.33308  0.400

Output
energy relative to the best compared isomer or geometry (same formula, charge and spin): 130.5 kJ/mol
multiplicity: 1
structure (SMILES): NC=O.CNC
maximum force: 0.0481 hartree/bohr

=====

Record 3
C3H10N2O2 | ωB97M-V with the def2-TZVPD basis set

Last column: Löwdin spin population.
Cartesian coordinates (Å):
C 0.53951 -0.76933 1.86428  0.419
N 0.58056 -1.07981 3.24670  0.092
O 1.48491 -0.53182 1.12126  0.300
H -0.51085 -0.85936 1.55224  0.055
H -0.15183 -0.46932 3.70012  0.025
H 0.23728 -2.00550 3.46594  0.047
C 0.35709 1.68086 -0.61888  0.024
N 0.39634 0.39979 -1.40288  0.001
C -0.90509 -0.11760 -1.72609  0.002
O -0.78906 -1.21153 -2.64819  0.000
H 0.12692 2.56091 -1.23971  0.001
H 1.34416 1.82343 -0.14934  0.001
H -0.38000 1.59149 0.19802  0.030
H 0.89416 -0.26850 -0.87774  0.001
H -1.49442 -0.53594 -0.88836  0.002
H -1.49643 0.69401 -2.18201  0.000
H -0.23326 -0.90177 -3.41536  0.000

Output
energy relative to the best compared isomer or geometry (same formula, charge and spin): 173.1 kJ/mol
multiplicity: 2
net charge: -1
maximum force: 0.0732 hartree/bohr

=====

> Number 3 is which compound?

C3H10N2O2

=====

> The lowest maximum force belongs to which entry?

number 2